A gas-phase ion, C4H8N3O2S (charge +1) at a distorted geometry, computed with the ωB97M-V functional and the def2-TZVPD basis.

Positions of all 18 atoms, in Å:
C1 1.314 0.100 -1.789
C2 -0.508 -1.811 0.076
C3 0.019 0.693 0.304
C4 -1.261 1.508 0.571
N1 0.215 0.709 -1.125
N2 -0.229 -0.783 0.749
N3 1.928 -0.920 -1.183
O1 1.433 0.101 -3.004
O2 2.930 -1.270 -0.692
S1 0.172 -1.047 2.438
H1 -0.457 -2.833 0.634
H2 -0.616 -1.867 -0.953
H3 0.853 1.035 0.995
H4 -1.265 2.466 0.929
H5 -1.914 1.088 1.403
H6 -1.850 1.455 -0.326
H7 -0.421 1.164 -1.760
H8 -0.341 0.212 2.734

Results
- highest occupied orbital energy (alpha / beta) (eV) = -13.173 / -13.180
- energy above the lowest of the compared OMol25 structures with the same formula, charge and spin (kcal per mole) = 97.8
- M (g mol⁻¹) = 162.2
- total charge = +1
- multiplicity = 1
- F_max (eV/Å) = 4.0